Computed, not measured: a cluster of 2 separate species, C2H9N2 in total, with ωB97M-V/def2-TZVPD.

Geometry as XYZ:
```
13
Properties=species:S:1:pos:R:3
C -1.67 0.58 1.16
H -2.70 0.42 1.53
H -1.70 1.52 0.54
H -1.03 0.64 2.03
H -1.35 -0.29 0.51
N 1.04 -0.37 -1.92
C 0.95 0.06 -0.68
N 1.23 -0.62 0.40
H 1.15 -1.40 -1.94
H 0.86 0.20 -2.69
H 0.81 1.17 -0.64
H 1.32 -0.32 1.35
H 1.10 -1.58 0.34
```

- net charge = +1
- HOMO (eV) = -16.5
- LUMO level (eV) = -4.1

Computed, not measured: the ion C14H19N3 with charge +2, with ωB97M-V/def2-TZVPD.

Geometry as XYZ:
```
36
Properties=species:S:1:pos:R:3
C 6.96 -0.82 -0.19
C 5.78 0.31 -0.56
N 4.94 0.63 0.66
N 3.58 0.63 0.39
C 2.89 1.28 -0.78
C 1.24 1.26 -1.03
C 0.28 0.53 0.09
C -1.35 0.43 0.00
C -2.10 -0.79 -0.86
C -3.77 -0.91 -0.91
N -4.62 0.14 -0.18
C -6.14 -0.03 -0.29
C -6.45 -1.58 0.24
C -4.04 1.29 0.62
C -2.38 1.49 0.77
C 1.06 -0.14 1.39
C 2.70 -0.06 1.45
H 7.10 -0.96 0.96
H 7.92 -0.52 -0.78
H 6.56 -1.84 -0.66
H 5.19 -0.13 -1.47
H 6.39 1.30 -0.83
H 5.16 -0.07 1.43
H 3.58 1.82 -1.58
H 0.81 1.80 -1.98
H -1.38 -1.56 -1.42
H -4.26 -1.81 -1.51
H -6.39 0.09 -1.45
H -6.74 0.77 0.33
H -7.56 -1.72 0.60
H -5.66 -1.85 1.08
H -6.26 -2.26 -0.72
H -4.70 2.10 1.18
H -1.95 2.37 1.41
H 0.38 -0.64 2.22
H 3.21 -0.57 2.40
```

- net charge = +2
- HOMO (eV) = -15.4
- LUMO level (eV) = -7.7

Computed, not measured: the molecule C6H18Si2, with ωB97M-V/def2-TZVPD.

Geometry as XYZ:
```
26
Properties=species:S:1:pos:R:3
C -2.28 -0.29 1.30
Si -0.87 0.50 0.34
C -0.20 1.49 1.76
C -1.51 1.57 -1.06
Si 0.87 -0.62 -0.67
C 1.34 -1.75 0.82
C 2.38 0.38 -0.80
C 0.30 -1.51 -2.23
H -2.88 0.57 1.73
H -1.80 -1.00 2.02
H -2.91 -0.81 0.62
H -0.41 0.82 2.62
H -0.80 2.44 1.89
H 0.85 1.74 1.62
H -0.78 2.28 -1.48
H -1.85 1.02 -1.90
H -2.31 2.10 -0.51
H 0.48 -2.20 1.34
H 1.83 -1.19 1.64
H 2.01 -2.51 0.58
H 2.16 1.30 -0.27
H 2.77 0.57 -1.82
H 3.12 -0.12 -0.19
H -0.78 -1.38 -2.04
H 0.51 -0.86 -3.04
H 0.75 -2.56 -2.28
```

- HOMO (eV) = -8.5
- LUMO level (eV) = 0.9
- structure (SMILES) = C[Si](C)(C)[Si](C)(C)C

Computed, not measured: a structure of composition C30H47AuN4O4SSb, with ωB97M-V/def2-TZVPD.

Geometry as XYZ:
```
88
Properties=species:S:1:pos:R:3
Au -0.31 1.20 -0.22
O -0.06 -0.57 1.04
N -0.40 -0.19 2.28
C -1.35 -0.89 2.97
C -1.85 -0.41 4.14
C -1.39 0.82 4.65
C -0.41 1.51 3.93
C 0.07 1.02 2.75
S 1.20 1.85 1.73
H -1.68 -1.80 2.49
H -2.62 -0.96 4.65
H -1.81 1.23 5.55
H -0.06 2.47 4.27
C 0.36 4.32 -3.87
C 1.25 4.28 -2.80
C 1.02 3.42 -1.76
N -0.03 2.57 -1.74
C -0.92 2.63 -2.76
C -0.77 3.49 -3.82
H 0.52 4.97 -4.71
H 2.12 4.92 -2.78
H 1.67 3.38 -0.90
H -1.75 1.94 -2.70
H -1.51 3.51 -4.60
C 5.01 1.13 0.99
C 4.69 0.33 -0.27
C 5.77 -0.69 -0.55
C 4.51 1.27 -1.45
Sb 2.59 -0.63 0.16
C 1.93 -1.60 -1.83
C 0.63 -2.35 -1.58
C 1.68 -0.48 -2.82
C 3.03 -2.52 -2.32
C 2.88 -2.31 1.71
C 2.90 -1.62 3.06
C 4.17 -3.07 1.47
C 1.69 -3.25 1.61
H 5.93 1.69 0.84
H 5.14 0.47 1.84
H 4.21 1.83 1.21
H 6.69 -0.16 -0.84
H 5.51 -1.34 -1.38
H 6.00 -1.29 0.32
H 5.34 1.97 -1.48
H 3.59 1.84 -1.38
H 4.52 0.71 -2.39
H -0.07 -1.73 -1.01
H 0.80 -3.27 -1.04
H 0.16 -2.59 -2.53
H 0.88 0.18 -2.46
H 1.37 -0.90 -3.77
H 2.57 0.12 -3.00
H 3.30 -3.27 -1.58
H 3.92 -1.95 -2.59
H 2.69 -3.04 -3.22
H 3.69 -0.87 3.11
H 3.10 -2.36 3.84
H 1.95 -1.15 3.28
H 5.03 -2.47 1.73
H 4.26 -3.39 0.43
H 4.17 -3.96 2.10
H 0.76 -2.70 1.47
H 1.59 -3.84 2.53
H 1.81 -3.94 0.78
C -5.01 -0.69 2.16
C -5.54 -0.89 0.75
C -4.95 0.12 -0.25
C -5.51 -0.11 -1.68
C -7.03 -0.15 -1.75
C -5.32 1.51 0.21
O -6.45 1.85 0.46
N -4.28 2.39 0.35
C -2.94 2.11 0.16
O -2.10 2.98 0.38
N -2.58 0.89 -0.26
C -3.43 -0.15 -0.38
O -3.04 -1.27 -0.63
H -5.41 -1.46 2.82
H -5.30 0.28 2.56
H -3.93 -0.75 2.17
H -6.62 -0.78 0.75
H -5.28 -1.89 0.41
H -5.09 -1.05 -2.05
H -5.14 0.70 -2.33
H -7.41 -1.09 -1.36
H -7.36 -0.07 -2.78
H -7.46 0.67 -1.18
H -4.50 3.32 0.69
```

- <S²> = 0.7601
- multiplicity = 2
- HOMO (spin up / spin down) (eV) = -6.4 / -6.0
- LUMO level (spin up / spin down) (eV) = 0.0 / -1.6

Calculated relative energy (zero: lowest compared OMol25 entry of this formula, charge and spin) (eV), listed in the same order as above: 0.638, 14.331, 0.922, 2.515
Calculated E_tot (Ha), listed in the same order as above: -190.8508, -707.9316, -818.3839, -2465.3622